{
  "formula": "C4H5I3O",
  "method": "ωB97M-V/def2-TZVPD",
  "gap_ev": [7.8, 7.1],
  "de_lowest_kcal_mol": 64.6,
  "species": ["C", "C", "C", "C", "O", "I", "I", "I", "H", "H", "H", "H", "H"],
  "positions_angstrom": [[1.0559, -0.6731, -0.3655], [0.6459, 0.8493, -0.4663], [0.6993, -1.1948, 1.0165], [-1.7515, 0.7446, -0.0389], [-0.6751, 0.9442, -0.9115], [-0.0270, -3.0930, 1.2537], [-3.4255, -0.2130, -0.9524], [-2.2080, 2.4558, 1.1587], [0.5222, -1.1116, -1.2279], [2.0799, -0.9530, -0.4859], [0.8035, 1.4494, 0.4538], [1.1593, 1.5487, -1.2963], [1.1211, -0.7534, 1.8620]],
  "forces_ev_per_a": [[-1.5, 0.9, 0.5], [2.3, 1.8, -1.1], [-1.0, -0.5, -2.3], [1.4, 0.4, -1.1], [-3.1, -0.6, 0.7], [0.0, 0.1, 0.0], [0.8, 0.4, 0.3], [0.1, -0.4, -0.1], [0.0, -0.3, 0.7], [1.1, 0.6, -0.4], [-0.2, -0.7, -0.1], [-0.5, -2.2, 1.7], [0.5, 0.6, 1.2]],
  "nbo_charge": [-0.531, -0.064, -0.308, -0.092, -0.593, 0.185, 0.201, 0.146, 0.237, 0.237, 0.191, 0.211, 0.181]
}